DFT (ωB97M-V/def2-TZVPD) results for a 2-piece molecular cluster, C5H9ClO2S overall at a distorted geometry.

ΔE to the lowest compared entry with this formula, charge and spin (eV): 5.652
E_LUMO (spin up / spin down) (eV): -1.8477 / -1.0021
HOMO energy (spin up / spin down) (Eh): -0.3908 / -0.3617
Energy (a.u.): -1204.54105
Kohn-Sham gap (spin up / spin down) (eV): 8.786 / 8.841
Strongest force on any atom (Eh/bohr): 0.0543
Multiplicity: 1

Last column: Mulliken charge in e.
Positions of all 18 atoms, in Å:
C -0.52 -1.52 -0.01  -0.72
C -0.94 -0.64 1.04  -0.28
C 0.10 -0.15 0.11  1.60
C -0.10 0.84 -0.97  -1.70
C 1.48 0.09 0.70  -1.34
O -1.97 -1.52 3.28  -0.50
O -0.83 0.53 3.42  -0.46
S -0.93 -0.71 2.78  0.91
Cl 0.70 -1.96 3.17  -0.27
H -0.06 -2.42 0.41  0.25
H -1.23 -1.75 -0.84  0.23
H -3.02 0.26 1.47  0.12
H 0.58 0.73 -1.74  0.41
H 0.08 1.81 -0.52  0.36
H -1.07 0.76 -1.35  0.46
H 1.70 -0.71 1.39  0.23
H 1.35 1.07 1.39  0.30
H 2.30 0.28 -0.04  0.37